Entry 1:
# C25H74N4O13

10 unconnected molecules or ions with the total composition C25H74N4O13 (wB97M-V/def2-TZVPD, the OMol25 dataset).

Output
Multiplicity ... 1
Energy relative to the best compared isomer or geometry (same formula, charge and spin) ... 409.1 kJ/mol
SMILES string ... COC[C@H](C)N.COC[C@H](C)N.COC[C@H](C)N.COC[C@H](C)N.OCCO.OCCO.OCCO.CO.CO.CO

```
116
Properties=species:S:1:pos:R:3:forces:R:3:lowdin_charge:R:1
C -0.351 8.379 -3.799 0.5616 -1.6756 0.0442 -0.100
O -0.424 7.037 -4.333 0.3118 -0.5666 0.8438 -0.222
C 0.546 6.093 -3.753 -0.2608 1.0519 -2.7432 -0.149
C 0.511 4.752 -4.520 -1.2088 -1.5921 0.9430 -0.440
C -0.780 4.002 -4.318 -1.5641 1.0485 -1.3146 -0.088
N 1.507 3.836 -4.002 1.8161 -0.4830 0.6364 0.013
H -1.230 8.866 -4.221 0.4970 0.4161 0.1255 0.091
H 0.638 8.798 -3.982 -0.1095 0.4886 -0.9087 0.078
H -0.333 8.401 -2.709 -0.7755 -0.2872 0.3467 0.072
H 1.511 6.473 -4.087 0.4797 0.3238 1.0805 0.118
H 0.361 6.023 -2.682 0.3648 -0.2667 0.0453 0.125
H 0.714 4.749 -5.591 -0.0175 1.1975 0.0054 0.144
H -0.873 3.189 -5.037 0.4954 -0.6752 0.5461 0.078
H -1.617 4.597 -4.683 -0.3734 0.4317 0.6341 0.073
H -0.884 3.738 -3.266 -0.3109 -0.2520 -0.1718 0.083
H 1.186 3.364 -3.168 -0.1882 0.6137 0.7876 0.059
H 1.539 3.001 -4.569 0.2825 0.1912 -0.8921 0.065
C -1.868 -5.156 4.021 -0.5344 -2.5679 -0.0355 -0.039
O -2.131 -6.262 5.003 0.1059 2.7718 0.9026 -0.197
C -2.000 -7.583 4.584 1.4160 1.3363 -1.9037 -0.253
C -1.925 -8.722 5.591 -2.3738 1.5445 -0.2662 -0.502
C -1.003 -8.458 6.724 0.1843 0.5968 0.5899 -0.060
N -1.470 -9.838 4.867 1.1026 -1.6479 -0.0883 0.032
H -2.025 -4.161 4.436 -0.3134 -0.5155 0.3801 0.082
H -2.519 -5.386 3.178 -0.5050 0.5279 -0.0285 0.075
H -0.890 -5.180 3.542 0.5504 -0.3366 0.6098 0.073
H -2.679 -7.737 3.745 -0.7355 -0.6328 0.1207 0.121
H -1.038 -7.623 4.074 0.6450 -0.2140 -0.1890 0.112
H -2.933 -8.874 5.976 -0.1174 -0.3406 0.1460 0.142
H -0.725 -9.407 7.182 -0.0541 0.1553 0.2156 0.086
H -1.507 -7.786 7.418 0.2284 -0.1328 0.2545 0.086
H -0.107 -7.936 6.386 0.2046 -0.0688 -0.0721 0.086
H -0.511 -9.568 4.701 0.4121 -0.7708 -0.6284 0.076
H -1.915 -10.053 3.986 -0.2007 0.3095 -0.0094 0.081
C 3.399 -1.019 -5.423 0.3512 1.4351 -1.4207 -0.081
O 2.686 -0.369 -6.490 -0.0705 0.3918 -0.2855 -0.208
C 3.058 -0.883 -7.773 0.1387 -1.5393 0.8754 -0.226
C 2.046 -0.582 -8.816 -0.8844 0.8658 -1.5208 -0.471
C 2.413 -0.968 -10.251 0.2247 -1.2016 0.5871 -0.062
N 1.770 0.829 -8.908 -0.7377 0.0984 0.2655 0.035
H 2.913 -1.982 -5.267 0.5924 -0.0720 0.4963 0.094
H 3.504 -0.333 -4.582 -1.0794 -0.2302 0.3378 0.084
H 4.440 -0.985 -5.744 0.3026 -1.2206 -0.0717 0.082
H 4.064 -0.592 -8.077 0.2153 0.4615 0.0845 0.132
H 3.073 -1.970 -7.691 0.2471 -0.4279 0.0824 0.121
H 1.084 -1.038 -8.583 0.0978 -0.4516 0.3180 0.139
H 3.187 -0.313 -10.652 -0.0586 0.1061 -0.0577 0.076
H 1.518 -0.956 -10.872 0.1437 0.2710 -0.0062 0.082
H 2.805 -1.984 -10.285 0.0863 -0.1399 -0.1050 0.074
H 1.683 1.123 -7.946 0.3171 1.0413 -0.1679 0.064
H 2.496 1.252 -9.468 0.0846 0.6308 0.6094 0.067
C 0.479 3.374 6.384 -0.8899 1.4268 0.4807 -0.091
O 0.908 4.558 7.129 1.6625 -0.2632 -0.9472 -0.194
C 2.296 5.008 6.840 -0.5360 0.3645 -0.1819 -0.129
C 2.523 5.443 5.349 -2.4357 -0.9947 0.4633 -0.507
C 3.131 4.463 4.443 0.5781 -1.5307 -0.7454 -0.088
N 3.270 6.634 5.203 1.0439 1.6665 1.1662 0.025
H 0.881 2.440 6.776 0.4859 0.1211 -0.3685 0.088
H 0.468 3.541 5.307 1.1366 -0.2622 -0.1697 0.070
H -0.604 3.312 6.488 -0.1075 0.0897 0.8391 0.079
H 2.565 5.875 7.442 -1.2131 0.6163 0.1309 0.106
H 3.055 4.389 7.319 -0.0528 -1.2409 -0.7925 0.117
H 1.528 5.669 4.968 -0.7151 -0.3963 0.2438 0.130
H 4.146 4.334 4.819 0.2652 -0.2578 -0.6022 0.090
H 3.083 4.832 3.419 0.5678 0.3074 -0.0537 0.080
H 2.648 3.492 4.334 -0.1203 -0.0692 0.6292 0.071
H 3.211 6.993 4.261 0.0615 -0.1241 -0.1609 0.079
H 2.807 7.313 5.789 0.2488 0.5429 0.0588 0.075
O 0.108 -0.414 -0.803 0.1686 1.9877 0.1304 -0.080
C 0.058 -1.011 0.482 0.3714 -1.8953 -0.0953 -0.245
C 0.111 -0.098 1.726 -0.1986 0.2039 -2.0322 -0.219
O -1.217 0.368 1.968 0.6646 0.4469 0.3028 -0.067
H 0.088 -1.052 -1.520 -0.0289 -0.2895 0.3979 0.083
H -0.857 -1.603 0.463 -0.2229 -0.0421 0.8046 0.111
H 0.874 -1.733 0.499 0.2756 -0.1142 0.4712 0.109
H 0.747 0.749 1.468 0.1521 0.1592 -0.1130 0.116
H 0.594 -0.518 2.609 -0.4173 -0.6368 -0.0856 0.115
H -1.100 1.309 1.817 -0.8170 0.1840 0.1937 0.078
O -3.880 7.602 1.656 -0.6879 -1.4827 -0.8483 -0.061
C -3.394 6.487 0.878 2.4846 0.4579 0.2703 -0.225
C -2.111 5.963 1.604 -1.8495 -0.6070 -0.5172 -0.226
O -2.601 5.197 2.696 0.3026 -0.9542 0.3859 -0.092
H -4.560 7.109 2.119 -0.5122 0.8734 0.6071 0.075
H -4.043 5.614 0.814 -0.4222 0.1668 0.5152 0.117
H -3.204 6.700 -0.174 0.1439 0.8567 0.0643 0.107
H -1.374 6.655 2.013 -0.1537 0.5064 -0.7316 0.119
H -1.691 5.264 0.881 0.5575 -0.1671 0.3432 0.108
H -2.991 5.750 3.376 0.1687 0.3277 -0.1039 0.079
O -2.822 -6.119 -5.904 1.3867 -1.1417 -0.5878 -0.062
C -2.869 -4.833 -5.356 -2.0736 0.4561 0.5681 -0.273
C -1.993 -3.849 -6.103 0.0023 0.3710 0.7827 -0.237
O -0.690 -3.863 -5.556 0.7472 -0.6618 -0.1430 -0.076
H -3.069 -6.800 -5.275 0.0004 0.1917 0.1361 0.090
H -3.945 -4.656 -5.353 -0.2108 1.2888 -0.4985 0.113
H -2.684 -4.755 -4.285 0.8614 -0.3455 0.1226 0.119
H -2.254 -2.814 -5.887 -0.8310 -0.1192 -0.4461 0.123
H -1.942 -4.064 -7.171 -0.3677 0.1025 -0.0986 0.123
H -0.360 -4.739 -5.771 0.5010 -0.1311 0.1763 0.080
C -0.183 -2.196 7.996 0.5778 -1.1099 0.8504 -0.177
O -0.147 -1.350 9.102 -0.0949 2.0999 0.6761 -0.132
H -0.871 -2.974 8.324 -0.1847 -0.4800 -1.1335 0.078
H -0.456 -1.677 7.077 -0.3016 0.0841 0.3308 0.080
H 0.816 -2.613 7.864 0.0009 -0.3359 -0.4267 0.074
H 0.387 -1.687 9.826 0.0007 -0.2600 -0.3113 0.077
C 3.999 -5.359 2.296 1.5598 0.8816 1.2469 -0.215
O 2.873 -5.802 1.651 -0.9679 -0.7548 -0.6223 -0.099
H 4.704 -4.869 1.625 0.0684 0.2149 -0.1325 0.076
H 3.736 -4.660 3.090 -0.2441 0.1929 -0.2061 0.080
H 4.562 -6.132 2.820 -0.0298 -0.4315 -0.0508 0.077
H 3.166 -6.561 1.141 -0.4019 -0.0966 -0.2317 0.080
C -4.435 -0.434 -1.503 -0.2543 -0.0206 0.4019 -0.150
O -5.209 -0.233 -0.297 0.7417 -0.5464 -0.7906 -0.126
H -3.766 -1.293 -1.441 0.1049 -0.1556 0.3466 0.065
H -5.093 -0.678 -2.337 -0.1154 0.5836 0.0660 0.076
H -3.815 0.453 -1.634 -0.1009 0.0138 -0.6366 0.075
H -4.504 -0.247 0.354 -0.3200 0.1346 0.6350 0.060
```
Positions in Å, forces in eV/Å.

Entry 2:
# C25H74N6O14

10 unconnected molecules or ions with the total composition C25H74N6O14 (wB97M-V/def2-TZVPD, the OMol25 dataset).

Output
Multiplicity ... 1
Energy relative to the best compared isomer or geometry (same formula, charge and spin) ... 178.9 kJ/mol
SMILES string ... COCCNCCOC.COCCNCCOC.COCCNCCOC.COCCNCCOC.NC(N)=O.O.O.O.O.O

```
119
Properties=species:S:1:pos:R:3:forces:R:3:lowdin_charge:R:1
C -9.414 -4.285 21.183 -1.0056 1.0934 -0.2073 -0.095
O -9.551 -5.003 19.961 0.5867 -0.9187 0.4120 -0.209
C -10.643 -5.908 19.907 -1.2003 0.6477 -0.1032 -0.211
C -10.636 -7.087 20.876 1.2214 0.0624 0.5862 -0.199
N -9.541 -8.022 20.570 -0.6196 0.1444 -1.0690 -0.060
C -9.467 -9.186 21.435 0.8767 0.9577 1.4434 -0.218
C -8.249 -10.082 21.184 -1.6163 0.3649 -0.1429 -0.238
O -7.036 -9.456 21.512 0.2771 -0.4115 -0.4783 -0.184
C -5.944 -9.903 20.704 1.1411 0.6583 0.6753 -0.108
H -9.795 -4.802 22.067 0.3288 -0.2945 -0.0919 0.081
H -10.016 -3.357 21.122 0.0739 -0.2446 -0.0513 0.098
H -8.392 -3.952 21.331 0.1473 -0.3241 0.0147 0.060
H -10.724 -6.276 18.882 0.3966 -0.0095 0.0017 0.120
H -11.557 -5.296 20.044 0.0476 -0.3922 0.2482 0.125
H -11.582 -7.627 20.885 -0.1024 0.1347 -0.2561 0.121
H -10.473 -6.698 21.900 -0.3731 -0.0883 -0.1036 0.104
H -8.688 -7.472 20.575 0.1926 -0.3747 0.2727 0.092
H -10.360 -9.818 21.433 -0.0889 0.1887 -0.6656 0.119
H -9.427 -8.835 22.497 0.1598 -0.2617 -0.2477 0.124
H -8.289 -10.335 20.118 0.1995 -0.3394 0.1214 0.121
H -8.493 -10.938 21.835 0.7365 -0.2557 -0.3458 0.123
H -5.030 -9.673 21.276 -0.3116 0.0770 -0.1063 0.086
H -5.848 -9.338 19.765 -0.4151 -0.2352 0.0350 0.084
H -5.862 -10.979 20.517 -0.6797 0.0401 0.0180 0.087
C -0.570 -3.828 26.745 1.0028 0.3679 -0.5675 -0.123
O -1.949 -3.582 26.803 0.5155 0.2373 0.1945 -0.177
C -2.494 -4.204 27.943 -0.2748 -0.5357 -0.1114 -0.244
C -3.737 -3.485 28.382 -0.2946 0.7540 -0.0680 -0.217
N -4.548 -3.073 27.251 -1.2071 -0.7727 -0.4181 -0.077
C -5.859 -2.513 27.671 1.4460 0.7235 0.0938 -0.182
C -6.824 -2.317 26.539 0.1541 0.9397 -1.7413 -0.229
O -7.346 -3.440 25.868 -0.7930 -0.7221 0.9082 -0.238
C -8.359 -4.158 26.603 1.2007 0.1991 -0.1891 -0.063
H -0.144 -3.533 25.781 -0.5550 0.0836 -0.1662 0.086
H -0.303 -4.888 26.849 -0.2229 0.0820 0.3221 0.092
H -0.018 -3.200 27.462 -0.1748 -0.3917 0.2627 0.092
H -1.808 -4.211 28.798 0.2160 -0.0474 -0.1676 0.123
H -2.730 -5.237 27.658 0.0058 -0.0772 0.2289 0.120
H -3.469 -2.615 29.006 -0.0039 -0.1285 0.0878 0.124
H -4.340 -4.170 28.982 0.0845 0.0453 0.1519 0.123
H -4.095 -2.359 26.684 0.2723 -0.4797 -0.0256 0.115
H -5.570 -1.489 27.975 -0.8628 -0.0782 0.5607 0.128
H -6.245 -3.071 28.525 -0.0841 0.0102 -0.0548 0.117
H -6.296 -1.796 25.724 0.2864 -0.1571 0.2438 0.129
H -7.620 -1.581 26.730 -0.1138 -0.4152 0.6991 0.130
H -7.869 -4.790 27.361 -0.2856 0.1052 -0.0336 0.084
H -8.857 -4.795 25.877 -0.1734 0.0459 0.0693 0.089
H -9.049 -3.465 27.093 -0.0528 -0.0856 -0.1312 0.091
C 1.505 -7.288 21.110 -1.4218 0.0858 0.1344 -0.050
O 0.180 -7.837 21.510 1.7022 0.6031 -1.1093 -0.200
C -0.519 -8.356 20.402 -0.0112 0.5308 -0.7779 -0.280
C -0.162 -9.780 20.074 -1.3467 -0.8873 -0.5338 -0.208
N -1.214 -10.249 19.157 0.0944 0.4246 0.8993 -0.088
C -0.901 -11.494 18.480 -0.0431 0.9451 -0.1852 -0.212
C -2.166 -12.105 17.999 -1.6995 -0.4055 -0.1795 -0.249
O -2.499 -11.598 16.717 0.6325 -0.0471 -0.4335 -0.193
C -3.824 -11.906 16.370 -0.2412 -0.0442 0.2539 -0.119
H 2.176 -7.431 21.958 -0.1013 0.1695 -0.1401 0.085
H 1.378 -6.222 20.841 0.0667 -0.3449 0.4631 0.084
H 1.925 -7.746 20.207 -0.2402 -0.4144 0.2993 0.079
H -0.392 -7.803 19.445 0.5458 0.3565 0.5013 0.125
H -1.599 -8.226 20.532 0.0702 -0.4383 0.6774 0.118
H -0.266 -10.419 20.952 0.4981 0.1049 0.2172 0.126
H 0.814 -9.909 19.591 0.2657 0.2659 0.4003 0.117
H -1.467 -9.494 18.532 0.0227 -0.3050 -0.3838 0.108
H -0.445 -12.173 19.194 0.3462 0.0381 0.0241 0.123
H -0.252 -11.255 17.629 0.2943 -0.7149 -0.0038 0.129
H -2.982 -11.802 18.684 0.3358 -0.0981 0.0414 0.118
H -2.187 -13.210 18.020 0.3363 0.1838 -0.3476 0.125
H -3.990 -12.989 16.455 -0.2694 0.1545 0.2993 0.089
H -4.065 -11.656 15.339 0.4764 0.2803 -0.0732 0.085
H -4.474 -11.303 17.019 -0.3277 -0.4904 -0.0390 0.089
C -1.495 -5.098 21.527 -0.1596 -0.2409 -1.2031 -0.099
O -2.622 -4.409 22.059 0.5173 -0.7027 1.6524 -0.177
C -3.440 -5.256 22.890 -1.5781 -0.6355 -1.0521 -0.200
C -4.373 -5.978 21.922 0.2966 -1.3423 0.8520 -0.210
N -5.270 -5.079 21.241 0.2083 0.1670 0.8866 -0.049
C -6.324 -5.805 20.576 -0.1324 -0.2368 -0.7848 -0.185
C -6.661 -5.214 19.236 -1.8564 1.0338 -0.0911 -0.243
O -5.567 -5.023 18.416 1.3834 0.4626 -1.0673 -0.207
C -5.925 -4.468 17.155 -1.1693 -1.5101 -0.8936 -0.083
H -0.681 -4.380 21.407 0.0171 -0.0992 0.3309 0.094
H -1.695 -5.483 20.504 -0.2443 0.3775 0.3144 0.066
H -1.197 -6.007 22.053 0.0556 0.4137 0.6116 0.075
H -4.093 -4.712 23.584 0.3002 0.6467 -0.4270 0.092
H -3.029 -5.995 23.592 1.1458 0.2158 -0.5944 0.132
H -4.936 -6.741 22.487 -0.2711 0.4872 0.0873 0.129
H -3.811 -6.640 21.229 0.1793 0.4740 -0.0737 0.119
H -4.733 -4.419 20.690 -0.2002 -0.2095 -0.3855 0.130
H -7.245 -5.780 21.165 0.0132 -0.0100 0.1114 0.102
H -6.058 -6.857 20.484 0.1505 -0.2351 -0.1726 0.104
H -7.155 -4.241 19.421 0.3249 0.0637 0.0379 0.124
H -7.447 -5.715 18.655 0.0869 -0.6834 0.4713 0.121
H -6.827 -3.841 17.207 0.6713 0.5413 0.2961 0.098
H -6.281 -5.265 16.457 0.2425 0.0082 0.5464 0.102
H -5.076 -4.054 16.617 0.0563 0.5217 0.5385 0.062
N -3.195 -4.457 12.619 -2.7249 1.8240 1.1856 0.133
C -4.330 -3.634 12.936 1.8309 1.2983 -0.0526 -0.584
N -4.271 -2.860 14.150 -0.1851 -2.3392 -2.3045 0.135
O -5.192 -3.434 12.109 -0.1479 -0.4603 0.4801 0.028
H -2.501 -4.616 13.302 0.7066 -0.3745 0.2352 0.063
H -3.196 -4.841 11.698 0.1295 -0.2409 -0.0575 0.087
H -3.475 -2.914 14.734 0.4526 0.1985 0.5233 0.066
H -4.977 -2.163 14.265 -0.0473 0.1027 0.0326 0.090
O -6.611 -3.426 23.220 0.8837 -1.0220 0.2416 -0.107
H -6.041 -4.058 22.674 -0.7891 0.7920 0.5422 0.020
H -6.635 -3.760 24.152 -0.0701 0.3243 -1.0403 0.019
O -8.503 -8.784 17.375 -0.1535 0.2437 0.1996 -0.079
H -8.660 -8.266 18.184 -0.1113 -0.3249 -0.1849 0.001
H -9.378 -8.885 16.980 0.2040 0.0289 0.1323 0.034
O -2.808 -4.350 18.440 -0.3935 -0.4900 -0.5481 -0.067
H -3.653 -4.757 18.139 0.6610 0.2890 0.6371 0.014
H -2.127 -5.006 18.237 -0.1935 0.1783 0.0411 0.029
O -4.867 -5.858 26.111 0.0393 0.7113 0.4494 -0.083
H -5.765 -6.104 26.366 0.1950 0.1100 -0.0960 0.022
H -4.734 -4.941 26.484 -0.2708 -0.6062 -0.5409 0.014
O -3.512 -2.195 23.881 -0.6443 -0.1696 0.1630 -0.070
H -4.478 -2.299 23.750 0.6200 -0.0475 -0.0782 0.020
H -3.145 -3.075 23.691 -0.0725 0.5911 -0.0643 -0.001
```
Positions in Å, forces in eV/Å.

no.,Kohn-Sham gap (eV)
1,9.19
2,9.04